Molecular formula: C3H4Cl2NaO3S
Method: DFT, ωB97M-V/def2-TZVPD

Geometry as XYZ:
```
14
Properties=species:S:1:pos:R:3:forces:R:3:nbo_charge:R:1
C -1.7083 -0.6203 1.2687 0.5 0.1 0.1 -0.65
C -1.0252 0.7002 1.1468 0.3 -0.2 -0.2 -0.04
Cl -1.9682 2.1092 1.4110 -0.1 -0.1 0.1 0.07
C 0.2749 0.8137 0.8781 -0.6 0.5 0.3 0.14
Cl 1.0735 2.3478 0.7883 0.2 -0.4 0.0 0.04
O 1.0539 -0.3315 0.7062 0.1 0.4 -1.1 -0.65
S 1.9782 -0.2398 -0.6444 0.7 0.6 0.2 1.74
O 2.7548 -1.4269 -0.6525 0.2 -0.6 0.1 -0.86
O 0.8022 -0.5033 -1.8705 -0.8 -0.7 0.3 -0.88
H -1.0748 -1.3832 0.8342 -0.1 -0.2 -0.2 0.24
H -1.7949 -0.8629 2.3239 -0.3 0.0 0.2 0.25
H -2.6805 -0.6050 0.7964 -0.2 0.0 0.0 0.24
H 1.0740 0.0092 -2.6221 0.2 0.9 1.4 0.38
Na 1.2403 -0.0072 -4.3641 0.0 -0.3 -1.3 0.99
```
Positions in Å, forces in eV/Å.

Summary:
**LUMO energy**: -5.7 eV
**Total charge**: +1
**Spin multiplicity**: 1



Molecular formula: C3H4Cl2O
Method: DFT, ωB97M-V/def2-TZVPD

Geometry as XYZ:
```
10
Properties=species:S:1:pos:R:3:forces:R:3:nbo_charge:R:1
O -1.4876 0.4380 -0.6642 1.2 -0.9 0.1 -0.72
C -0.2868 -0.3967 -0.5373 -1.3 1.2 0.4 0.04
C 0.0192 -0.7478 0.8654 -0.6 1.8 1.7 -0.45
C 0.9437 0.3758 0.1371 -4.6 -0.9 -0.4 -0.14
Cl 2.5258 0.2388 -0.3718 1.5 -0.8 -0.2 0.09
Cl 0.4756 2.1409 0.1577 0.6 -0.7 0.8 -0.03
H -1.2594 1.1872 -1.2449 -0.1 -0.4 0.3 0.48
H -0.4308 -1.1548 -1.2856 1.4 -0.2 -0.5 0.21
H -0.8032 -0.3997 1.5479 1.0 0.5 -0.7 0.25
H 0.3036 -1.6816 1.3957 0.8 0.4 -1.5 0.26
```
Positions in Å, forces in eV/Å.

Summary:
**LUMO energy**: 0.7 eV
**Structure (SMILES)**: O[C@@H]1CC1(Cl)Cl
**Energy above the lowest of the compared OMol25 structures with the same formula, charge and spin**: 61.1 kcal per mole
**Spin multiplicity**: 1



Molecular formula: C3H4Cl2O
Method: DFT, ωB97M-V/def2-TZVPD

Geometry as XYZ:
```
10
Properties=species:S:1:pos:R:3:forces:R:3:nbo_charge:R:1
C 2.1273 -0.1892 0.9096 0.1 -0.6 -0.1 -0.56
C 1.3095 0.6390 0.3068 -1.8 1.0 -1.1 -0.09
C 0.2724 0.5092 -1.9798 2.4 -0.6 2.7 0.21
O 1.0872 1.3425 -2.6247 1.0 -1.0 -0.3 -0.65
Cl 0.5419 2.0757 0.9848 0.4 -0.5 -0.1 -0.06
Cl 0.4866 -1.2496 -2.2872 -0.6 1.5 0.0 -0.03
H 2.5055 -0.2492 1.9534 -0.4 0.5 -0.9 0.23
H 2.3999 -0.9887 0.2283 0.3 -0.4 0.2 0.22
H -0.6821 0.9387 -1.6515 0.3 -0.6 -0.5 0.23
H 2.0162 0.9473 -2.6489 -1.8 0.7 0.0 0.51
```
Positions in Å, forces in eV/Å.

Summary:
**LUMO energy (alpha / beta)**: -0.1 / -0.5 eV
**Energy above the lowest of the compared OMol25 structures with the same formula, charge and spin**: 101.7 kcal per mole
**Spin multiplicity**: 1



Molecular formula: C3H4Cl2S
Method: DFT, ωB97M-V/def2-TZVPD

Geometry as XYZ:
```
10
Properties=species:S:1:pos:R:3:forces:R:3:nbo_charge:R:1
C 1.0233 0.7469 -0.2776 -0.2 -0.7 -0.6 -0.33
C 0.0406 -0.1672 -0.4710 2.4 2.6 1.4 -0.29
C -1.3027 0.0333 0.0576 -2.3 0.0 0.7 -0.21
S -1.7988 -1.5694 0.7191 -1.4 -1.1 0.5 0.01
Cl -2.3384 0.3500 -1.3385 -0.6 0.5 -0.7 0.00
Cl -1.6197 1.3401 1.2929 0.6 -0.4 -0.6 -0.02
H 2.0632 0.6005 -0.6606 -1.1 0.0 0.3 0.22
H 0.8132 1.7163 0.2264 0.1 -1.0 -0.3 0.22
H 0.0642 -1.1300 -0.9107 0.8 -0.6 -0.8 0.24
H -3.1905 -1.6544 0.4533 1.7 0.6 0.2 0.16
```
Positions in Å, forces in eV/Å.

Summary:
**LUMO energy**: 0.5 eV
**Structure (SMILES)**: C=CC(S)(Cl)Cl
**Energy above the lowest of the compared OMol25 structures with the same formula, charge and spin**: 18.1 kcal per mole
**Spin multiplicity**: 1